ORCA calculation (the ωB97M-V functional and the def2-TZVPD basis) on a single CH3NS2 molecule.

Energy above the lowest of the compared OMol25 structures with the same formula, charge and spin   138.67 kJ/mol
SMILES   NC(=S)S

Geometry as ORCA input:
```
! wB97M-V def2-TZVPD RIJCOSX def2/J DEFGRID3
* xyz 0 1
C -0.5280 0.0140 0.0411
N 0.0756 1.1639 -0.2730
S -2.0676 -0.2748 0.0682
S 1.0178 -1.5409 0.1419
H -0.2050 2.0955 -0.1775
H 1.1037 1.2188 -0.5175
H 0.6035 -2.6765 0.7167
*
```

***

ORCA calculation (the ωB97M-V functional and the def2-TZVPD basis) on a single CH3NS3 molecule.

Energy above the lowest of the compared OMol25 structures with the same formula, charge and spin   0.00 kJ/mol
SMILES   S=C(S)NS

Geometry as ORCA input:
```
! wB97M-V def2-TZVPD RIJCOSX def2/J DEFGRID3
* xyz 0 1
C -0.3730 -0.7033 -0.7212
N -0.2110 0.3738 0.0540
S -1.6245 -0.7784 -1.7738
S 0.8453 -1.9612 -0.4936
S -1.3705 1.6428 -0.1192
H 0.5488 0.4554 0.7154
H 0.3326 -2.7846 -1.3994
H -0.7674 2.3958 0.8157
*
```

***

ORCA calculation (the ωB97M-V functional and the def2-TZVPD basis) on a molecular structure, CH3NS3.

Energy above the lowest of the compared OMol25 structures with the same formula, charge and spin   296.51 kJ/mol

Geometry as ORCA input:
```
! wB97M-V def2-TZVPD RIJCOSX def2/J DEFGRID3
* xyz 0 1
C -0.2642 -0.2215 -0.2562
N 0.9794 -0.6013 0.0623
S -0.6121 2.0817 0.4115
S -1.6403 -1.2389 -0.0212
S 2.3696 0.2063 0.3190
H 0.9420 -1.7047 -0.0134
H -2.5416 -0.6413 -0.8600
H 0.7672 2.1196 0.3579
*
```

***

ORCA calculation (the ωB97M-V functional and the def2-TZVPD basis) on 2 unconnected molecules or ions with the total composition CH3O2P.

Energy above the lowest of the compared OMol25 structures with the same formula, charge and spin   414.54 kJ/mol

Geometry as ORCA input:
```
! wB97M-V def2-TZVPD RIJCOSX def2/J DEFGRID3
* xyz 0 1
C -0.4398 0.4339 0.9668
O 0.2761 -1.1801 -2.5194
O 0.8156 0.2822 0.5453
P 1.5267 -1.0844 -1.8132
H -0.6654 -0.4859 1.4532
H -1.0553 0.5723 0.0456
H -0.4578 1.4620 1.3217
*
```

***

| no. | molar mass (g/mol) | largest force on an atom (eV/A) |
| --- | --- | --- |
| 1 | 93.176 | 4.57 |
| 2 | 125.243 | 0.47 |
| 3 | 125.243 | 4.92 |
| 4 | 78.007 | 3.58 |